Record 1
The following is a quantum chemistry calculation of a cluster of 10 separate species, C28H46N14O4 in total, from the OMol25 dataset.

Geometry as XYZ:
```
92
C28H46N14O4 | the OMol25 dataset | the ωB97M-V functional and the def2-TZVPD basis
N 14.15 6.72 8.59
C 14.72 7.01 9.85
C 15.62 8.03 9.70
C 15.63 8.35 8.31
C 14.76 7.49 7.66
H 13.54 5.94 8.43
H 14.31 6.51 10.73
H 16.14 8.47 10.53
H 16.24 9.06 7.84
H 14.66 7.29 6.58
N 9.93 9.16 15.02
C 11.19 9.56 14.83
C 11.93 8.49 14.47
C 11.05 7.35 14.35
C 9.88 7.82 14.84
H 9.13 9.74 15.27
H 11.47 10.60 15.00
H 12.94 8.65 14.15
H 11.42 6.37 14.04
H 8.95 7.26 15.01
N 11.34 12.49 7.15
C 11.17 11.27 7.67
C 12.17 10.43 7.25
C 13.09 11.21 6.57
C 12.56 12.49 6.51
H 10.99 13.37 7.48
H 10.28 11.04 8.26
H 12.31 9.35 7.48
H 14.02 10.82 6.13
H 12.99 13.39 6.14
N 12.42 14.43 14.53
C 12.11 15.79 14.49
C 12.38 16.34 15.72
C 12.67 15.25 16.53
C 12.77 14.07 15.85
H 12.49 13.80 13.74
H 11.92 16.23 13.50
H 12.24 17.37 16.02
H 12.83 15.35 17.59
H 13.07 13.10 16.22
N 7.29 9.70 10.69
C 7.74 10.07 9.45
C 8.01 8.92 8.73
C 7.73 7.81 9.54
C 7.33 8.33 10.72
H 6.97 10.34 11.41
H 7.80 11.07 9.06
H 8.27 8.83 7.65
H 7.96 6.74 9.28
H 7.09 7.84 11.66
N 14.49 10.05 15.52
C 14.31 10.94 14.45
C 15.14 10.47 13.42
C 15.67 9.23 13.85
C 15.20 8.96 15.10
H 14.00 10.03 16.41
H 13.82 11.91 14.56
H 15.50 10.92 12.51
H 16.37 8.61 13.35
H 15.33 8.13 15.76
C 15.82 13.39 11.17
O 16.34 12.33 11.01
N 15.36 13.98 12.27
N 15.66 14.14 10.07
H 15.15 13.27 12.97
H 14.63 14.63 12.09
H 16.46 14.21 9.46
H 15.23 15.05 10.13
C 10.89 15.43 10.86
O 12.04 15.14 10.83
N 9.94 14.57 11.27
N 10.44 16.58 10.36
H 9.04 14.79 11.62
H 10.30 13.72 11.71
H 9.47 16.53 10.14
H 11.00 17.35 10.02
C 11.75 11.68 11.50
O 11.56 12.29 12.58
N 12.25 12.32 10.42
N 11.49 10.35 11.46
H 12.40 11.75 9.60
H 12.51 13.28 10.46
H 11.29 9.84 10.61
H 10.98 10.02 12.26
C 8.45 12.98 13.92
O 7.34 13.08 13.45
N 9.10 14.09 14.33
N 9.11 11.83 13.93
H 10.06 14.18 14.62
H 8.56 14.81 14.72
H 10.14 11.97 13.68
H 8.68 11.15 13.30
```

Its energy is -58835.228 eV. The calculation puts the LUMO energy at 0.34 eV. The SMILES is c1cc[nH]c1.c1cc[nH]c1.c1cc[nH]c1.c1cc[nH]c1.c1cc[nH]c1.c1cc[nH]c1.NC(N)=O.NC(N)=O.NC(N)=O.NC(N)=O. The spin multiplicity is 1.

=====

Record 2
The following is a quantum chemistry calculation of a structure of composition C27H20FeNO4, from the OMol25 dataset.

Geometry as XYZ:
```
53
C27H20FeNO4 | the OMol25 dataset | the ωB97M-V functional and the def2-TZVPD basis
C 4.73 0.28 2.03
C 4.05 1.49 1.89
C 2.66 1.49 1.73
C 1.98 0.30 1.39
C 0.57 0.48 0.79
C -0.25 -0.74 0.48
N -1.65 -0.61 1.09
C -2.32 0.56 1.36
C -3.68 0.60 1.72
C -4.40 -0.66 1.83
C -5.80 -0.66 2.07
C -6.49 0.53 2.22
C -5.80 1.75 2.09
C -4.44 1.80 1.85
C -3.62 -1.82 1.70
C -2.26 -1.78 1.53
O 0.19 1.63 0.57
C 2.66 -0.93 1.60
C 4.02 -0.93 1.96
H 5.80 0.27 2.20
H 4.59 2.44 1.90
H 2.12 2.45 1.81
H 0.17 -1.52 1.15
H -1.74 1.48 1.31
H -6.32 -1.63 2.12
H -7.56 0.52 2.42
H -6.36 2.68 2.20
H -3.91 2.75 1.76
H -4.11 -2.79 1.75
H -1.66 -2.69 1.67
H 2.14 -1.89 1.49
H 4.54 -1.87 2.15
O 3.84 2.34 -4.83
C 3.25 1.46 -4.34
Fe 2.67 0.48 -3.07
C 4.16 0.01 -2.25
O 5.18 -0.10 -1.67
C 2.37 1.82 -1.99
O 2.41 2.80 -1.35
C 0.13 -1.44 -0.89
C -0.77 -0.57 -1.65
C -0.39 0.35 -2.60
C 0.58 0.18 -3.70
C 1.36 -1.01 -3.88
C 1.93 -1.58 -2.69
C 1.51 -1.41 -1.36
H -0.24 -2.49 -0.56
H -1.85 -0.62 -1.37
H -1.08 1.23 -2.73
H 0.43 0.90 -4.54
H 1.74 -1.30 -4.89
H 2.66 -2.38 -2.86
H 2.26 -1.65 -0.60
```

As for the total charge: -2. Its energy is -72382.675 eV. The calculation puts the energy above the lowest of the compared OMol25 structures with the same formula, charge and spin at 33.7 kcal per mole. The calculation puts the LUMO energy (alpha / beta) at 4.65 / 4.62 eV. The expectation value of S² is 8.9346. The spin multiplicity is 6.

=====

Record 3
The following is a quantum chemistry calculation of an isolated molecule of C21H22FN3O3, from the OMol25 dataset.

Geometry as XYZ:
```
50
C21H22FN3O3 | the OMol25 dataset | the ωB97M-V functional and the def2-TZVPD basis
N 2.05 -8.17 1.89
F -0.08 3.81 4.76
C 2.03 -7.16 1.28
N -0.82 3.66 2.57
O -2.70 4.13 5.69
O -2.44 3.60 -0.77
O 2.49 -2.19 -1.25
C -1.09 3.80 3.87
C -1.84 3.63 1.68
C -3.19 3.68 2.08
C 1.03 -5.00 0.76
C 2.98 -5.67 -0.41
C -3.46 3.90 3.44
C 1.13 -3.74 0.18
C 3.09 -4.40 -1.01
C 1.97 -5.96 0.51
C -2.42 3.98 4.36
C 2.17 -3.41 -0.71
N -0.92 1.63 -1.43
C -1.43 3.39 0.24
C -0.97 1.91 0.02
C 1.42 -1.23 -1.25
C 0.31 2.08 -2.08
C -1.22 0.24 -1.91
C 1.94 0.14 -1.63
C 0.47 -1.58 -2.38
C 0.98 0.81 -2.61
C -0.10 -0.24 -2.83
H -1.88 4.28 6.19
H -2.26 2.91 -1.46
H -3.96 3.58 1.32
H 0.20 -5.21 1.43
H 3.72 -6.45 -0.62
H -4.46 4.03 3.84
H 0.38 -3.00 0.46
H 3.93 -4.07 -1.59
H -0.58 4.03 -0.03
H -1.71 1.27 0.45
H -0.03 1.74 0.55
H 0.88 -1.17 -0.31
H 1.00 2.63 -1.41
H 0.02 2.80 -2.85
H -1.26 -0.35 -1.00
H -2.13 0.22 -2.47
H 2.91 0.02 -2.14
H 2.08 0.73 -0.74
H 1.02 -2.02 -3.18
H -0.30 -2.32 -2.07
H 1.51 1.03 -3.57
H -0.44 -0.31 -3.84
```

Its energy is -35463.144 eV. The calculation puts the energy above the lowest of the compared OMol25 structures with the same formula, charge and spin at 91.6 kcal per mole. The calculation puts the LUMO energy at 0.44 eV. The SMILES is N#Cc1ccc(O[C@H]2C[C@@H]3CN(C[C@@H](O)c4ccc(O)c(F)n4)C[C@@H]3C2)cc1. The spin multiplicity is 1.

=====

Record 4
The following is a quantum chemistry calculation of a structure of composition C44H63CdN5O2Si3, from the OMol25 dataset.

Geometry as XYZ:
```
118
C44H63CdN5O2Si3 | the OMol25 dataset | the ωB97M-V functional and the def2-TZVPD basis
Cd 0.37 0.42 0.47
C -3.65 -5.17 -4.51
O -3.26 -6.24 -3.67
C -3.31 -6.02 -2.32
C -3.04 -7.11 -1.51
C -3.13 -7.02 -0.14
C -3.49 -5.81 0.48
C -3.69 -4.70 -0.35
C -3.63 -4.80 -1.72
N -3.86 -5.85 1.83
N -3.88 -4.86 2.60
C -3.21 -3.68 2.41
C -3.74 -2.56 3.06
C -3.23 -1.29 2.91
C -2.08 -1.03 2.13
O -1.59 0.11 1.98
C -1.42 -2.21 1.57
N -0.23 -1.99 0.99
C 0.52 -3.00 0.65
C 0.14 -4.33 0.86
C -1.11 -4.58 1.37
C -1.95 -3.51 1.73
H -3.61 -5.55 -5.53
H -2.97 -4.32 -4.43
H -4.67 -4.83 -4.29
H -2.76 -8.05 -1.98
H -2.94 -7.88 0.48
H -3.95 -3.74 0.10
H -3.81 -3.92 -2.32
H -4.65 -2.72 3.63
H -3.72 -0.45 3.38
H 1.50 -2.74 0.25
H 0.82 -5.14 0.62
H -1.43 -5.60 1.55
C 2.86 -0.79 -2.31
N 2.53 -0.70 -0.90
C 3.51 -0.53 -0.09
C 3.38 -0.29 1.31
C 4.42 -0.21 2.26
C 3.80 0.07 3.48
C 2.43 0.18 3.20
N 2.18 -0.04 1.91
C 3.27 -2.14 -2.85
C 2.89 -3.34 -2.25
C 3.21 -4.56 -2.83
C 3.92 -4.60 -4.02
C 4.31 -3.42 -4.62
C 3.99 -2.20 -4.04
H 3.66 -0.07 -2.57
H 1.96 -0.49 -2.86
H 4.55 -0.53 -0.46
H 5.47 -0.37 2.07
H 4.28 0.21 4.44
H 1.63 0.39 3.90
H 2.30 -3.31 -1.35
H 2.89 -5.47 -2.35
H 4.16 -5.55 -4.48
H 4.86 -3.43 -5.56
H 4.30 -1.28 -4.52
C -0.92 2.80 -1.96
Si 0.24 2.85 -0.45
C -0.67 4.10 0.77
C -1.30 5.29 0.05
C 0.21 4.63 1.91
C -1.81 3.30 1.42
C 1.86 3.68 -1.24
C 2.76 4.39 -0.23
C 2.68 2.56 -1.87
C 1.51 4.67 -2.35
H -1.17 3.78 -2.36
H -1.85 2.29 -1.69
H -0.48 2.21 -2.77
H -0.55 5.93 -0.42
H -1.87 5.91 0.76
H -2.00 4.96 -0.72
H 0.92 5.38 1.55
H 0.77 3.83 2.39
H -0.41 5.12 2.67
H -2.47 2.87 0.66
H -2.42 3.97 2.05
H -1.44 2.49 2.04
H 2.88 3.81 0.69
H 2.36 5.38 0.03
H 3.76 4.55 -0.66
H 3.04 1.86 -1.11
H 3.55 2.97 -2.40
H 2.08 1.99 -2.60
H 0.87 5.48 -1.98
H 0.98 4.17 -3.17
H 2.42 5.12 -2.76
C -5.54 -0.85 -2.52
Si -4.08 0.24 -1.90
C -4.51 0.71 -0.10
C -4.34 1.80 -3.00
C -2.45 -0.55 -2.00
Si -1.60 -1.29 -3.41
C -0.62 -0.17 -4.65
C -2.80 -2.22 -4.57
C -0.26 -2.49 -2.80
H -6.51 -0.35 -2.37
H -5.57 -1.81 -2.00
H -5.42 -1.04 -3.59
H -5.03 1.67 -0.02
H -3.59 0.79 0.48
H -5.13 -0.05 0.37
H -5.38 1.92 -3.32
H -3.73 1.71 -3.90
H -4.03 2.73 -2.50
H -1.82 -0.40 -1.12
H -1.28 0.54 -5.16
H -0.11 -0.75 -5.42
H 0.13 0.41 -4.12
H -3.36 -1.51 -5.20
H -3.53 -2.77 -3.98
H -2.29 -2.92 -5.23
H 0.28 -1.99 -1.99
H 0.47 -2.78 -3.56
H -0.69 -3.41 -2.38
```

As for the total charge: -2. Its energy is -86394.994 eV. The calculation puts the LUMO energy at 4.15 eV. The spin multiplicity is 1.